Record 1
Entry from the OMol25 dataset: C34H47F5N4O5SeV as an isolated structure (the ωB97M-V functional and the def2-TZVPD basis).

Atoms and positions in Å:
Se  2.950  3.318  1.139
V  0.994  2.164  -0.300
F  6.386  1.350  4.578
F  4.724  1.639  6.710
F  5.585  2.047  2.131
F  2.229  2.673  6.337
F  1.416  3.407  3.914
O  -0.175  3.736  -0.709
O  3.621  2.022  -3.540
O  -1.843  4.914  0.215
O  -2.198  -1.707  -0.749
O  2.090  2.115  -1.917
N  -0.850  1.712  0.958
N  2.011  0.194  0.274
N  -1.578  0.849  -2.005
N  0.967  -0.302  -2.730
C  -2.744  -3.520  0.646
C  -1.011  -0.032  -4.252
C  -2.926  -4.895  0.780
C  -2.783  -2.709  1.782
C  0.448  -2.027  -4.519
C  -0.883  3.111  1.465
C  -2.177  1.430  0.340
C  -1.606  1.172  -3.489
C  1.973  0.351  -3.556
C  3.463  2.762  2.902
C  -0.799  2.447  -3.708
C  -2.493  -2.891  -0.676
C  5.164  1.863  4.402
C  -2.995  -3.264  3.030
C  -3.166  -4.638  3.156
C  0.846  -1.796  1.274
C  4.732  2.239  3.143
C  2.900  -0.891  2.311
C  3.058  2.530  5.297
C  2.568  -0.662  -0.786
C  -0.069  -0.991  -3.515
C  2.640  1.603  -2.958
C  2.658  2.903  4.025
C  1.631  -0.511  1.538
C  1.570  -1.242  -1.782
C  -2.364  1.761  -1.129
C  -0.643  0.686  2.036
C  -3.050  1.375  -3.935
C  0.817  0.456  2.420
C  4.322  2.006  5.490
C  -1.485  0.956  3.284
C  -2.579  -3.735  -1.917
C  -3.133  -5.451  2.033
C  -0.996  4.044  0.250
H  -3.479  2.292  -3.533
H  1.518  0.691  -4.488
H  -1.245  3.308  -3.210
H  2.653  -1.450  3.215
H  0.051  3.328  1.991
H  -1.729  3.283  2.132
H  2.780  -0.334  -3.845
H  -0.665  -1.534  -2.773
H  -2.392  0.369  0.463
H  -2.101  2.782  -1.373
H  -3.329  -5.074  4.132
H  1.035  -1.552  -5.307
H  0.511  -2.208  2.229
H  -1.078  1.786  3.862
H  3.446  0.004  2.606
H  -2.900  -5.541  -0.087
H  -2.653  -1.641  1.671
H  -1.835  -0.648  -4.624
H  1.470  -2.553  0.796
H  -3.547  -4.232  -1.975
H  -0.564  0.836  -1.738
H  -3.416  1.603  -1.366
H  -3.681  0.528  -3.655
H  -2.434  -3.114  -2.797
H  -0.516  0.363  -5.143
H  -3.066  1.454  -5.022
H  -2.527  1.182  3.048
H  -1.811  -4.511  -1.895
H  3.110  -1.510  -0.355
H  -0.034  -1.639  0.650
H  0.755  -1.732  -1.248
H  0.821  0.035  3.430
H  3.322  -0.079  -1.316
H  0.220  2.354  -3.337
H  -0.765  2.658  -4.777
H  2.118  -2.028  -2.326
H  1.069  -2.783  -4.042
H  -2.954  1.983  0.878
H  -1.472  0.072  3.923
H  -3.028  -2.630  3.906
H  3.561  -1.512  1.705
H  2.770  0.831  0.545
H  1.344  1.407  2.478
H  -1.892  -0.116  -1.837
H  -3.267  -6.520  2.133
H  -1.005  -0.236  1.585
H  -0.390  -2.540  -4.995

Calculated values
Expectation value of S² ... 0.76
Spin multiplicity ... 2
Energy above the lowest of the compared OMol25 structures with the same formula, charge and spin ... 0.0 kcal/mol
Charge ... 0
Orbital gap (alpha / beta) ... 0.1960 / 0.1788 Eh

Record 2
Entry from the OMol25 dataset: C41H40N7O4STi as an isolated structure (the ωB97M-V functional and the def2-TZVPD basis).

Atoms and positions in Å:
Ti  10.520  16.485  9.634
S  10.305  13.824  8.104
O  9.979  18.415  10.042
O  10.972  14.433  6.940
O  8.868  13.987  8.290
O  10.865  14.585  9.412
N  9.164  13.585  11.562
N  8.240  17.554  11.260
N  8.652  16.368  10.700
N  10.931  15.517  14.585
N  11.630  17.982  7.264
N  11.932  16.969  8.081
N  9.542  16.978  7.709
C  11.161  7.883  7.851
C  15.397  16.691  6.862
C  13.698  15.382  8.686
C  12.888  17.526  10.811
C  7.252  11.707  10.967
C  9.665  18.915  6.181
C  11.911  11.551  8.605
C  9.157  20.992  10.716
C  10.190  14.594  15.458
C  13.195  16.387  7.829
C  7.735  15.371  10.735
C  8.942  18.561  10.812
C  15.864  15.651  7.691
C  12.059  10.175  8.563
C  10.706  12.113  8.120
C  13.239  15.940  13.045
C  7.568  17.847  6.584
C  8.823  22.261  10.975
C  12.000  15.955  12.407
C  6.843  21.370  12.072
C  7.021  13.021  10.685
C  9.457  12.298  11.768
C  6.285  15.659  10.800
C  8.234  16.871  7.353
C  8.046  13.975  10.955
C  8.329  18.856  5.983
C  8.503  11.318  11.450
C  10.981  9.388  8.037
C  11.793  16.625  11.182
C  10.308  17.899  6.984
C  7.313  20.085  11.933
C  14.090  17.577  11.478
C  14.271  16.752  12.609
C  8.486  19.870  11.207
C  15.005  14.985  8.574
C  10.925  15.219  13.148
C  7.617  22.510  11.663
C  10.762  16.919  14.818
C  14.050  16.969  6.897
C  9.611  11.356  7.705
C  9.833  9.986  7.564
H  12.732  18.187  9.934
H  13.616  17.812  6.353
H  10.433  11.995  12.268
H  8.765  10.277  11.629
H  16.937  15.417  7.790
H  11.703  17.443  14.558
H  9.142  14.980  15.565
H  5.825  14.963  11.585
H  11.596  7.352  8.718
H  10.506  17.070  15.853
H  10.045  20.761  10.150
H  6.054  13.346  10.266
H  9.884  17.402  14.288
H  6.190  16.695  11.142
H  5.763  21.490  12.452
H  10.160  13.636  14.920
H  9.455  23.110  10.653
H  8.666  11.887  7.461
H  14.804  18.368  11.126
H  12.739  12.160  8.923
H  15.391  14.121  9.131
H  7.325  23.503  11.948
H  13.412  15.226  13.879
H  10.695  14.456  16.387
H  5.712  15.562  9.835
H  11.072  14.149  13.033
H  6.491  17.736  6.448
H  10.153  7.418  7.722
H  6.437  11.010  10.816
H  6.824  19.235  12.377
H  8.999  9.434  7.127
H  9.892  15.448  12.728
H  13.008  9.699  8.931
H  7.883  19.576  5.273
H  10.307  19.490  5.494
H  16.130  17.250  6.265
H  15.264  16.710  13.163
H  12.957  15.011  9.418
H  11.737  7.641  6.927
H  7.716  15.955  7.653

Calculated values
Expectation value of S² ... 0.77
Spin multiplicity ... 2
Energy above the lowest of the compared OMol25 structures with the same formula, charge and spin ... 66.1 kcal/mol
Charge ... 0
Orbital gap (alpha / beta) ... 0.2033 / 0.2273 Eh

Record 3
Entry from the OMol25 dataset: a 2-piece molecular cluster, C2H7N2OS overall (the ωB97M-V functional and the def2-TZVPD basis).

Atoms and positions in Å:
S  1.201  -0.146  0.972
O  0.089  -3.358  0.585
N  2.272  0.385  -0.158
N  -1.742  1.257  -0.150
C  -0.231  -0.975  0.039
C  -0.045  -2.313  0.254
H  -1.540  1.646  0.773
H  -2.686  0.952  -0.223
H  3.177  0.117  -0.419
H  2.297  1.354  -0.074
H  0.002  -0.329  -0.838
H  -1.260  -0.423  0.168
H  -1.534  1.832  -0.929

Calculated values
Energy above the lowest of the compared OMol25 structures with the same formula, charge and spin ... 60.3 kcal/mol
Charge ... +1
Orbital gap ... 0.3389 Eh

Record 4
Entry from the OMol25 dataset: C48H41AsBrFN5O4PbS as an isolated structure (the ωB97M-V functional and the def2-TZVPD basis).

Atoms and positions in Å:
Pb  -3.868  2.675  -3.836
Br  6.671  -1.947  -0.736
As  3.823  -0.868  2.702
S  -6.121  4.554  -2.079
F  -9.654  -1.053  -4.616
O  3.027  0.180  1.460
O  -1.795  -0.459  -1.812
O  -5.334  1.111  -3.648
O  -2.586  1.285  -2.971
N  -8.780  4.291  -2.326
N  4.226  3.208  1.211
N  -7.694  2.498  -2.971
N  5.825  4.120  -0.764
N  -4.937  -2.799  -2.392
C  -6.081  -2.362  -3.077
C  1.090  -1.273  6.465
C  5.946  6.846  -1.340
C  3.917  0.956  0.487
C  5.522  -0.018  2.885
C  7.254  0.460  4.640
C  6.809  5.946  -1.933
C  -7.480  3.789  -2.474
C  4.214  -5.112  0.786
C  -5.045  -4.057  -1.605
C  -6.226  -1.049  -3.400
C  -2.709  0.073  -2.417
C  4.032  4.404  0.771
C  -9.097  5.625  -1.755
C  1.603  -0.139  4.386
C  6.562  -0.382  1.731
C  2.721  -0.952  4.212
C  -5.661  -5.124  -2.457
C  6.080  -0.048  4.245
C  -7.004  -4.767  -3.071
C  2.197  -2.095  6.271
C  6.921  1.153  1.755
C  2.988  -1.950  5.148
C  -4.024  -0.613  -2.579
C  6.701  4.598  -1.625
C  -7.417  -0.577  -4.030
C  -7.125  -3.267  -3.345
C  3.295  -2.883  0.860
C  3.359  -4.138  0.283
C  0.815  -0.315  5.502
C  -3.646  -4.521  -1.104
C  -9.660  3.357  -2.692
C  5.491  1.553  2.417
C  -3.976  -1.910  -2.153
C  -5.164  -0.134  -3.199
C  -8.453  -1.454  -4.146
C  4.931  6.344  -0.527
C  4.502  1.985  1.354
C  4.092  -2.567  1.950
C  4.916  -3.581  2.486
C  4.858  -0.019  -0.180
C  5.897  -0.670  0.397
C  4.993  -4.811  1.875
C  -9.025  2.243  -3.159
C  4.942  5.013  -0.215
C  8.192  1.302  3.826
C  -8.330  -2.808  -3.819
C  8.108  1.657  2.549
H  7.386  3.844  -2.008
H  -7.016  1.724  -3.213
H  -3.111  -2.318  -1.679
H  -9.271  5.402  -0.744
H  6.032  7.891  -1.544
H  -7.807  -5.025  -2.426
H  5.443  2.261  3.294
H  -5.745  -5.957  -1.734
H  7.595  0.305  5.695
H  -3.877  -5.526  -0.633
H  5.666  -5.615  2.223
H  4.292  -6.100  0.320
H  -2.910  -4.666  -1.932
H  3.926  -2.503  5.013
H  -9.375  1.268  -3.465
H  -7.493  0.396  -4.478
H  -9.180  -3.487  -4.034
H  0.452  -1.395  7.325
H  5.467  -0.636  4.983
H  2.644  -2.733  7.024
H  -9.954  5.916  -2.337
H  7.367  -1.104  2.026
H  4.221  6.969  0.066
H  2.721  -4.418  -0.525
H  5.572  -3.367  3.326
H  9.043  1.526  4.439
H  1.234  0.579  3.708
H  -0.065  0.324  5.706
H  -5.735  -3.696  -0.772
H  -8.294  6.281  -2.014
H  8.795  2.289  1.970
H  3.369  1.391  -0.378
H  -4.869  -5.272  -3.218
H  7.615  6.329  -2.476
H  -3.295  -3.931  -0.242
H  4.540  -0.205  -1.216
H  6.965  1.663  0.772
H  2.625  -2.124  0.514
H  3.189  4.968  1.140
H  -10.696  3.545  -2.657
H  -7.092  -5.295  -4.021

Calculated values
Charge ... +3
Orbital gap ... 0.1713 Eh

Number 1: total energy -156840.940 eV. Number 2: total energy -95734.348 eV. Number 3: total energy -18040.974 eV. Number 4: total energy -215737.196 eV.